1.
Computed, not measured: C29H28IN3O3PSZr as an isolated structure, with wB97M-V/def2-TZVPD.

Properties
LUMO: -9.812 eV
HOMO level: -16.999 eV

```
! RIJCOSX wB97M-V def2-TZVPD def2/J DEFGRID3
* xyz 3 1
Zr 0.4947 -0.0737 -0.4533
O -1.9676 2.7734 -1.4685
S -1.3500 1.5233 -1.6355
O -1.5013 0.5350 -0.4831
O 0.1907 1.5396 -1.6809
C -1.8169 0.6881 -3.0901
C -2.5009 1.4607 -4.0129
C -2.8199 0.9089 -5.2541
C -2.4445 -0.3845 -5.5459
C -1.7690 -1.1598 -4.6010
C -1.4245 -0.6506 -3.3575
P -0.7078 -1.8222 -2.1479
C -1.5447 -3.3855 -2.2769
C -1.1096 -4.3424 -3.2014
C -1.8408 -5.5067 -3.3658
C -2.9978 -5.7119 -2.6217
C -3.4322 -4.7595 -1.7096
C -2.7073 -3.5914 -1.5321
C 1.0567 -2.0257 -2.4261
C 1.7115 -3.2092 -2.0373
C 3.0898 -3.2653 -2.0326
C 3.8651 -2.1469 -2.3642
C 3.2413 -0.9684 -2.7075
C 1.8376 -0.8959 -2.7287
H -2.7827 2.4768 -3.7729
H -3.3594 1.5014 -5.9804
H -2.6842 -0.8166 -6.5083
H -1.5365 -2.1876 -4.8494
H -0.2168 -4.1855 -3.7951
H -1.5096 -6.2483 -4.0800
H -3.5648 -6.6231 -2.7594
H -4.3365 -4.9248 -1.1403
H -3.0594 -2.8516 -0.8229
H 1.1398 -4.0881 -1.7701
H 3.5773 -4.2005 -1.7861
H 4.9443 -2.2199 -2.3785
H 3.8178 -0.1052 -3.0167
H 1.3766 -0.0119 -3.1652
N 1.1841 -1.7033 0.8385
C 1.6375 -2.5376 1.5314
N 2.1222 -3.4399 2.2784
C 3.5542 -3.3621 2.7348
C 4.3506 -4.4597 2.0448
C 3.5160 -5.7438 1.8765
C 2.3772 -5.8093 2.8865
C 1.3659 -4.6962 2.6426
H 3.5098 -3.4866 3.8157
H 3.9178 -2.3568 2.5312
H 5.2396 -4.6447 2.6492
H 4.7059 -4.1025 1.0765
H 4.1555 -6.6181 1.9776
H 3.0991 -5.7908 0.8656
H 2.7597 -5.7540 3.9072
H 1.8420 -6.7563 2.8175
H 0.7623 -4.4697 3.5198
H 0.7137 -4.9234 1.7997
I 3.0874 1.4496 0.1970
C 1.6387 1.8775 1.6231
C 1.8313 2.7942 2.6307
C 0.7795 2.9854 3.5207
C -0.3972 2.2635 3.3669
C -0.5047 1.3741 2.3197
N 0.5091 1.1794 1.4530
H 2.7573 3.3447 2.7188
H 0.8813 3.7007 4.3269
H -1.2296 2.3988 4.0426
H -1.4114 0.8124 2.1402
*
```


2.
Computed, not measured: one molecule with the formula C8H15N5, with wB97M-V/def2-TZVPD.

Properties
ΔE to the lowest compared entry with this formula, charge and spin: 104.7 kJ/mol
LUMO (spin up / spin down): 0.889 / -2.419 eV
HOMO level (spin up / spin down): -4.809 / -8.823 eV

```
! RIJCOSX wB97M-V def2-TZVPD def2/J DEFGRID3
* xyz 0 3
C -0.4704 0.9860 2.9084
C -0.2224 1.1451 1.6125
C -0.9344 -2.2022 -1.0037
C -2.1328 -1.5871 -0.4039
C 0.1473 -1.1693 -1.2656
C -1.6791 -0.8212 0.8558
C 2.3113 2.6931 -0.1319
C 0.8308 2.8665 0.2213
N 0.2527 1.9728 3.5486
N 0.8326 2.6689 2.6662
N 0.5861 2.2126 1.4372
N 0.4926 -0.4729 -0.0894
N -0.6240 0.1700 0.4396
H -1.1467 0.2818 3.4568
H -0.5725 -3.1164 -0.3828
H -1.2247 -2.5556 -1.9999
H -2.5678 -0.8299 -1.1256
H -3.0201 -2.1883 0.0188
H 0.9752 -1.8086 -1.4893
H -0.0517 -0.4790 -2.0899
H -2.6284 -0.3485 1.2641
H -1.2278 -1.5279 1.5211
H 2.9354 3.3080 0.5348
H 2.5738 3.2201 -1.1517
H 2.6902 1.6259 -0.0420
H 0.2356 2.3486 -0.5630
H 0.6012 3.9355 0.4275
H 0.7757 -1.1590 0.6267
*
```


3.
Computed, not measured: a 2-piece molecular cluster, C5H17N2O overall, with wB97M-V/def2-TZVPD.

Properties
ΔE to the lowest compared entry with this formula, charge and spin: 232.4 kJ/mol
LUMO: -2.856 eV
HOMO level: -12.968 eV

```
! RIJCOSX wB97M-V def2-TZVPD def2/J DEFGRID3
* xyz 1 1
N -1.3093 -0.6771 0.2283
C -0.4101 -0.3705 1.5391
C 0.3936 -1.6322 1.8097
C 0.5931 0.7462 1.3590
N -0.0289 1.7593 0.6349
C 0.3659 1.9147 -0.8169
C -0.4075 1.2135 -1.9325
H -2.1882 -1.0857 0.5725
H -1.2906 0.3301 -0.1905
H -0.7580 -1.4011 -0.2807
H -1.2705 -0.1914 2.1952
H 1.3324 -1.3281 2.4682
H 0.9436 -2.0375 0.8940
H -0.2722 -2.5012 2.0133
H 1.0998 1.0300 2.3836
H 1.4135 0.1995 0.8184
H -0.1748 2.7185 1.0682
H 0.3857 2.9978 -1.0642
H 1.4899 1.5881 -0.9347
H -1.5218 1.6162 -1.8512
H -0.3054 0.1826 -1.9158
H 0.0338 1.6243 -2.9498
H -0.0976 -2.4439 -2.2703
H 1.4321 -2.2718 -2.0609
O 0.5516 -1.9803 -1.7170
*
```


4.
Computed, not measured: a 12-piece molecular cluster, C5H36N2O12 overall, with wB97M-V/def2-TZVPD.

Properties
ΔE to the lowest compared entry with this formula, charge and spin: 577.9 kJ/mol
SMILES string: CNC[C@H](C)NCO.O.O.O.O.O.O.O.O.O.O.O
LUMO: 0.141 eV
HOMO level: -8.785 eV

```
! RIJCOSX wB97M-V def2-TZVPD def2/J DEFGRID3
* xyz 0 1
C 1.2614 0.0651 0.0607
N 0.2413 -0.6769 0.9299
C 0.6255 -0.4695 2.3632
C 0.4050 0.5537 -1.2703
C 0.5673 -0.4728 -2.3799
N 0.7685 2.0130 -1.5287
C -0.2354 2.9582 -1.2007
O -1.4231 3.0394 -2.0325
H 2.1653 -0.6794 -0.3314
H 1.7389 0.7972 0.6929
H 0.1908 -1.6446 0.6796
H -0.2901 -0.3792 2.9883
H 1.2080 0.4031 2.3655
H 1.1667 -1.2977 2.7964
H -0.6735 0.6634 -0.8613
H -0.3065 -0.5034 -3.0040
H 1.4670 -0.4404 -2.8562
H 0.4189 -1.4655 -1.9900
H 1.0658 2.2441 -2.5738
H 0.2926 4.0289 -1.1256
H -0.6392 2.6122 -0.2653
H -2.0368 3.7104 -1.5986
H 2.3112 -2.4537 -0.7779
H 2.4067 -3.8596 0.1039
O 1.9048 -3.1742 -0.4064
H 4.0061 2.3477 -1.3481
H 3.3078 1.2483 -2.0613
O 4.0523 1.4132 -1.5882
H -2.2036 -2.4824 1.9965
H -2.4204 -0.9914 2.3128
O -2.9534 -1.8392 2.2809
H -2.9364 -0.2466 -0.4145
H -3.0800 -1.2692 0.7325
O -2.8769 -1.2119 -0.2451
H -1.2643 1.7974 2.4624
H -1.4395 2.4563 3.7004
O -0.7899 2.3093 3.1395
H -1.5318 0.5014 0.7874
H -2.9712 0.7890 0.6432
O -2.2698 0.8791 1.2753
H -0.8810 -4.4632 1.0468
H -1.1565 -3.2567 -0.1176
O -1.3032 -3.6063 0.7717
H 2.8368 2.3011 1.6094
H 3.4639 1.3908 2.8204
O 3.5284 2.2914 2.3266
H 4.2258 0.0598 -0.0999
H 4.4034 -1.3803 0.5495
O 3.9091 -0.6358 0.2848
H -2.2385 -1.8477 -2.3884
H -2.8552 -2.7797 -1.3638
O -2.5650 -2.7546 -2.2871
H -4.0598 0.5489 -2.0777
H -3.0338 1.7787 -2.0341
O -3.5048 1.0804 -1.4924
*
```